An isolated molecule of C9H13IN2. Source: the OMol25 dataset; level of theory: ωB97M-V with the def2-TZVPD basis set.

Total charge: 0
Energy relative to the best compared isomer or geometry (same formula, charge and spin), kcal per mole: 9.87
Structure (SMILES): CC1=NC2=C(CCCN2I)CC1
Strongest force on any atom, eV/Å: 4.45
Electronic energy, eV: -20622.128

Cartesian coordinates (Å):
C (2.23992, 2.74029, 0.20013)
C (1.15751, 1.71332, -0.10998)
N (0.82491, 1.00913, 0.85439)
C (-0.06700, -0.02470, 0.66001)
C (-0.62846, -0.32300, -0.46328)
C (-1.45389, -1.53705, -0.60207)
C (-1.23441, -2.55734, 0.47847)
C (-1.30497, -1.79598, 1.87040)
N (-0.38039, -0.75606, 1.99511)
I (1.41623, -1.18615, 2.95922)
C (-0.36936, 0.51930, -1.71785)
C (0.69730, 1.62850, -1.49780)
H (1.76593, 3.74533, 0.19254)
H (2.96062, 2.76948, -0.57096)
H (2.75515, 2.63865, 1.10390)
H (-2.46399, -1.18234, -0.62274)
H (-1.27523, -1.78523, -1.60575)
H (-1.98624, -3.38994, 0.68624)
H (-0.12814, -2.94362, 0.26269)
H (-2.36390, -1.53589, 1.93723)
H (-1.04233, -2.59263, 2.53529)
H (-0.04585, 0.01254, -2.64126)
H (-1.30472, 0.93323, -2.14552)
H (0.55479, 2.63606, -1.90944)
H (1.67652, 1.26411, -1.84896)